No. 1
Below is one molecule with the formula C5H7NO in a non-equilibrium geometry, with properties calculated with ωB97M-V with the def2-TZVPD basis set.

Element x y z (Å)
1 C 0.65427 -2.24803 -0.13185
2 C 0.67173 -0.88580 -0.27574
3 C 1.58141 0.15386 -0.10352
4 O 0.85209 1.38952 0.18604
5 C -0.39978 1.18105 0.09674
6 N -1.23926 2.21943 0.15878
7 C -0.71581 -0.24098 -0.17787
8 H -0.86658 -0.90993 0.68330
9 H 1.51334 -2.80391 0.20302
10 H -0.14729 -2.79943 -0.62024
11 H 2.58418 0.18387 0.28225
12 H -0.87129 3.13377 0.37897
13 H -2.23153 2.07109 0.23767
14 H -1.49285 -0.40980 -0.92829

Forces on atoms 1 to 2 (eV/Å):
C 0.67 -0.26 -0.68
C 0.22 -0.10 0.24

**Calculated total energy**: -324.574026 hartree
**ΔE to the lowest compared entry with this formula, charge and spin**: 94.4 kcal/mol
**Net charge**: 0
**Max |F|**: 1.9 eV/A



No. 2
Below is C37H30Br2FeNO2P2 as an isolated structure in a non-equilibrium geometry, with properties calculated with ωB97M-V with the def2-TZVPD basis set.

Element x y z (Å)
1 Fe 0.77486 -2.47843 -0.81155
2 C -2.27579 -1.33974 0.32786
3 P -1.95855 0.40858 -0.16658
4 C -3.36256 0.88969 -1.24852
5 C -3.91933 2.18161 -1.10091
6 C -4.95429 2.57649 -1.94317
7 C -5.39264 1.74783 -2.95596
8 C -4.81749 0.52492 -3.13120
9 C -3.75972 0.16857 -2.32146
10 C -2.52413 1.28019 1.32758
11 C -3.79060 1.10084 1.98006
12 C -4.06173 1.80170 3.13746
13 C -3.15409 2.66414 3.69294
14 C -1.95752 2.90476 3.04869
15 C -1.59421 2.14256 1.92579
16 C -1.30407 -1.82005 1.42881
17 C -1.47912 -1.84188 2.82054
18 C -0.25854 -2.40176 3.33302
19 C 0.53509 -2.65538 2.22257
20 C 2.04969 -2.97614 2.13575
21 P 2.73571 -1.95815 0.84904
22 C 2.52807 -0.27335 1.58624
23 C 2.16211 0.10042 2.92585
24 C 1.90117 1.42921 3.23733
25 C 2.16491 2.46558 2.33998
26 C 2.61584 2.13615 1.09623
27 C 2.67276 0.78801 0.72040
28 C 4.50836 -2.14628 0.93228
29 C 5.29145 -2.05807 -0.21973
30 C 6.65922 -2.03812 -0.17806
31 C 7.30349 -1.96908 1.05182
32 C 6.55154 -2.04239 2.24454
33 C 5.16479 -2.17891 2.11067
34 N -0.09098 -2.37557 1.05113
35 H -2.09364 -1.93914 -0.53487
36 H -3.32361 -1.31939 0.62069
37 H -3.59748 2.89166 -0.36861
38 H -5.38466 3.58639 -1.84414
39 H -6.22139 2.07414 -3.59789
40 H -5.17036 -0.10173 -3.92517
41 H -3.25812 -0.78007 -2.60168
42 H -4.45709 0.34955 1.60661
43 H -5.03611 1.78180 3.66142
44 H -3.46365 3.06128 4.64086
45 H -1.21071 3.50270 3.50266
46 H -0.66094 2.33488 1.39963
47 H -2.30851 -1.38430 3.30371
48 H -0.01640 -2.34378 4.34759
49 H 2.14268 -3.88135 1.62722
50 H 2.49957 -3.08930 3.12737
51 H 1.89127 -0.66605 3.55755
52 H 1.52539 1.67947 4.28876
53 H 1.76218 3.43486 2.58846
54 H 2.71680 2.84663 0.28476
55 H 2.91501 0.48003 -0.23341
56 H 4.76139 -2.08132 -1.19116
57 H 7.21245 -2.02513 -1.06096
58 H 8.37341 -1.90897 1.00287
59 H 7.02313 -2.01143 3.20413
60 H 4.50707 -2.28694 3.01471
61 Br -1.74160 2.75537 -7.21826
62 C -1.04719 1.66268 -5.84130
63 C -1.35640 0.25691 -5.87186
64 C -0.96136 -0.53868 -4.80306
65 C -0.25335 0.04047 -3.78066
66 C 0.08954 1.39970 -3.73650
67 C -0.32196 2.22667 -4.74491
68 C 0.15611 -0.90744 -2.62991
69 O -0.62071 -1.85246 -2.34506
70 O 1.26551 -0.78825 -2.07103
71 H -1.93021 -0.06180 -6.77624
72 H -1.33931 -1.53142 -4.63265
73 H 0.67909 1.82764 -2.99688
74 H -0.20335 3.28735 -4.80741
75 Br 1.49378 -4.73919 -1.61483

Forces on atoms 1 to 2 (eV/Å):
Fe 0.51 -0.44 -0.18
C 0.44 0.36 1.26

**Calculated total energy**: -8727.774062 hartree
**ΔE to the lowest compared entry with this formula, charge and spin**: 30.0 kcal/mol
**Net charge**: -1
**2S+1**: 5
**Max |F|**: 3.3 eV/A



No. 3
Below is C17H28MnO13P as an isolated structure in a non-equilibrium geometry, with properties calculated with ωB97M-V with the def2-TZVPD basis set.

Element x y z (Å)
1 Mn 1.56718 0.05882 0.43667
2 C 3.80125 -2.35090 2.99775
3 C 4.63867 -2.06982 4.12384
4 C 4.76589 -0.60560 4.60010
5 O 5.48094 -0.35364 5.54942
6 C 3.99547 0.38333 3.91527
7 C 3.20389 0.08569 2.82798
8 C 3.11917 -1.38009 2.34071
9 O 2.38575 -1.56719 1.30145
10 O 2.51243 0.92639 2.15638
11 O 5.22703 -2.94110 4.74624
12 H 3.72214 -3.37237 2.64470
13 H 4.07418 1.41387 4.24259
14 C 3.21763 2.52088 -2.41903
15 C 2.70653 1.64357 -1.31252
16 O 1.67846 1.99244 -0.64921
17 O 3.25179 0.53539 -1.07369
18 H 3.14856 3.57382 -2.15010
19 H 2.64953 2.35127 -3.33310
20 H 4.26549 2.27887 -2.59444
21 C -0.07109 1.28289 4.57080
22 O -0.22727 2.24357 3.51268
23 P -0.87216 1.81935 2.17105
24 O -0.15146 0.79258 1.43500
25 O -2.35343 1.43227 2.55806
26 C -3.30559 1.22869 1.51043
27 O -1.03198 3.15146 1.37671
28 C 0.02908 4.11944 1.29973
29 H 0.09279 1.83729 5.48988
30 H 0.80380 0.66586 4.36562
31 H -0.95288 0.65449 4.69372
32 H -4.16895 1.85638 1.70798
33 H -3.61421 0.18086 1.49293
34 H -2.87714 1.42495 0.52678
35 H 0.23254 4.31802 0.25054
36 H 0.94628 3.72316 1.73432
37 H -0.28744 5.02342 1.81394
38 C -5.41888 -2.33596 -5.02931
39 O -4.08346 -1.91448 -4.91484
40 C -3.28182 -2.82157 -4.18201
41 C -2.03989 -2.12235 -3.72421
42 O -2.36233 -1.10887 -2.83262
43 C -1.35201 -0.13222 -2.60726
44 C 0.00365 -0.63040 -2.18214
45 O 0.17694 -0.99263 -0.81415
46 C -0.87825 -1.74143 -0.24960
47 H -5.46702 -3.37521 -5.37994
48 H -5.86882 -1.72362 -5.81309
49 H -5.97992 -2.20962 -4.10021
50 H -2.99284 -3.63802 -4.85822
51 H -3.82413 -3.25621 -3.33437
52 H -1.48542 -1.78828 -4.61780
53 H -1.37138 -2.87995 -3.27863
54 H -1.75996 0.58479 -1.89613
55 H -1.21986 0.40555 -3.55763
56 H 0.77068 0.11744 -2.39048
57 H 0.32958 -1.47447 -2.80622
58 H -1.12707 -2.59885 -0.88176
59 H -1.78903 -1.14471 -0.14352
60 H -0.58162 -2.09724 0.73298

Forces on atoms 1 to 2 (eV/Å):
Mn 1.88 0.48 1.52
C 0.39 0.06 0.47

**Calculated total energy**: -3135.105882 hartree
**ΔE to the lowest compared entry with this formula, charge and spin**: 0.0 kcal/mol
**Net charge**: -1
**2S+1**: 6
**Max |F|**: 3.0 eV/A



No. 4
Below is a 2-piece molecular cluster, C3H5NOS overall in a non-equilibrium geometry, with properties calculated with ωB97M-V with the def2-TZVPD basis set.

Element x y z (Å)
1 N -4.20201 0.75603 0.00091
2 C -3.42333 0.23060 -0.74946
3 S -2.48943 -0.21992 -1.89317
4 H -4.92578 0.56974 0.63104
5 C 1.24713 -0.64489 -1.47333
6 C 0.16140 0.43045 -1.56626
7 O -0.47891 0.89452 -0.65947
8 H 0.92979 -1.51922 -2.00298
9 H 1.98641 -0.23971 -2.14470
10 H 1.48033 -0.91093 -0.45568
11 H -0.16518 0.62362 -2.56592

Forces on atoms 1 to 2 (eV/Å):
N 1.76 -0.08 -0.98
C -1.92 0.95 0.79

**Calculated total energy**: -645.432702 hartree
**ΔE to the lowest compared entry with this formula, charge and spin**: 49.6 kcal/mol
**Net charge**: 0
**Max |F|**: 2.3 eV/A